This record from OMol25 describes an isolated molecule of C5H12N2. The level of theory is ωB97M-V with the def2-TZVPD basis set.

Atoms and positions in Å:
1 C -1.097 -1.081 0.433
2 C -0.579 0.292 0.487
3 C 0.721 0.614 -0.428
4 C 1.930 0.349 0.185
5 N 2.907 -0.630 -0.112
6 C 0.312 1.455 -1.541
7 N -2.641 -1.208 0.202
8 H -0.733 -1.626 -0.432
9 H -0.978 -1.535 1.398
10 H -1.292 1.099 0.457
11 H -0.212 0.450 1.563
12 H 1.886 0.359 1.308
13 H 3.172 -1.028 0.871
14 H 2.398 -1.405 -0.568
15 H -0.447 1.242 -2.359
16 H 1.166 2.243 -1.704
17 H -0.506 2.073 -0.982
18 H -2.968 -1.417 1.141
19 H -3.038 -0.244 0.081

Net charge ... 0
Energy ... -8355.20086 eV
Multiplicity ... 1
HOMO-LUMO gap ... 7.810 eV
Energy above the lowest of the compared OMol25 structures with the same formula, charge and spin ... 113.81 kcal/mol
HOMO level ... -7.409 eV